DFT (ωB97M-V/def2-TZVPD) results for a cluster of 18 separate species, C54H108O54 in total in a non-equilibrium geometry.

The geometry in XYZ format:
```
216
Properties=species:S:1:pos:R:3
C 1.61 4.76 5.58
O 1.15 3.53 5.10
C -0.15 3.47 4.83
O -0.94 4.36 5.04
O -0.38 2.37 4.24
C -1.72 1.95 3.97
H 2.66 4.65 5.61
H 1.19 4.95 6.50
H 1.28 5.55 4.84
H -2.36 2.50 4.63
H -1.85 0.87 4.19
H -1.97 2.16 2.91
C 5.35 1.06 -1.57
O 4.15 1.27 -0.86
C 3.88 2.49 -0.36
O 2.87 2.73 0.28
O 4.83 3.35 -0.61
C 4.59 4.65 -0.07
H 5.27 1.21 -2.63
H 5.61 -0.04 -1.36
H 6.13 1.77 -1.24
H 4.86 5.32 -0.85
H 5.12 4.86 0.85
H 3.51 4.81 0.06
C -1.69 -6.70 3.58
O -2.68 -7.03 2.62
C -3.89 -6.46 2.58
O -4.67 -6.58 1.69
O -4.07 -5.76 3.73
C -5.39 -5.25 3.89
H -1.17 -5.85 3.18
H -0.98 -7.62 3.57
H -1.98 -6.58 4.59
H -5.71 -4.61 3.06
H -5.45 -4.80 4.91
H -6.10 -6.09 3.80
C -2.15 6.22 -2.31
O -1.69 5.37 -1.27
C -0.98 5.99 -0.29
O -0.41 7.04 -0.43
O -0.90 5.22 0.88
C -0.03 5.62 1.91
H -3.20 5.98 -2.46
H -1.53 5.93 -3.23
H -2.16 7.28 -2.07
H 0.33 4.74 2.38
H -0.48 6.28 2.59
H 0.88 6.16 1.45
C 2.86 -3.45 -6.28
O 2.49 -4.34 -5.23
C 3.01 -5.56 -5.39
O 3.69 -6.01 -6.32
O 2.73 -6.36 -4.37
C 1.83 -6.04 -3.29
H 3.96 -3.28 -6.25
H 2.35 -2.48 -6.06
H 2.63 -3.80 -7.24
H 2.34 -6.42 -2.41
H 0.92 -6.56 -3.53
H 1.82 -4.92 -3.15
C -7.46 1.07 -1.58
O -7.24 -0.06 -2.40
C -6.37 -1.00 -1.98
O -5.72 -1.01 -0.99
O -6.42 -1.92 -2.91
C -5.38 -2.87 -2.71
H -6.92 1.88 -1.95
H -6.99 0.86 -0.61
H -8.51 1.27 -1.49
H -4.43 -2.37 -2.62
H -5.35 -3.63 -3.54
H -5.56 -3.47 -1.77
C -4.59 4.33 -4.98
O -4.37 3.48 -6.16
C -3.37 2.65 -6.20
O -2.46 2.52 -5.41
O -3.55 1.91 -7.26
C -2.57 0.98 -7.62
H -3.65 4.47 -4.38
H -5.40 3.84 -4.42
H -4.90 5.32 -5.36
H -2.19 0.41 -6.72
H -1.77 1.47 -8.21
H -2.98 0.20 -8.30
C 1.65 -0.36 -2.44
O 0.74 -1.43 -2.62
C 0.42 -1.76 -3.86
O 0.80 -1.22 -4.89
O -0.51 -2.75 -3.77
C -1.31 -3.04 -4.93
H 2.38 -0.71 -1.75
H 1.17 0.56 -2.10
H 2.19 -0.09 -3.42
H -1.36 -4.14 -5.03
H -0.88 -2.60 -5.80
H -2.29 -2.75 -4.75
C 3.76 -3.47 -1.48
O 5.10 -3.03 -1.51
C 5.48 -2.31 -2.61
O 4.75 -1.99 -3.53
O 6.76 -1.98 -2.51
C 7.44 -1.57 -3.77
H 3.73 -4.17 -0.71
H 3.37 -3.93 -2.38
H 3.13 -2.65 -1.21
H 6.71 -1.42 -4.50
H 8.18 -2.33 -3.98
H 7.98 -0.61 -3.52
C 4.34 2.74 3.48
O 4.96 1.45 3.24
C 5.86 1.00 4.18
O 6.13 1.49 5.23
O 6.43 -0.17 3.70
C 7.60 -0.51 4.44
H 5.17 3.39 3.74
H 3.66 2.81 4.31
H 3.98 3.00 2.55
H 8.49 -0.20 3.91
H 7.52 -1.62 4.60
H 7.67 -0.09 5.44
C 0.39 3.13 -3.58
O 1.08 4.39 -3.49
C 2.30 4.36 -2.97
O 2.80 3.34 -2.63
O 2.83 5.62 -2.88
C 2.05 6.72 -2.61
H -0.64 3.43 -3.93
H 0.36 2.70 -2.56
H 0.82 2.41 -4.20
H 2.81 7.52 -2.44
H 1.53 6.53 -1.70
H 1.41 6.90 -3.47
C -0.98 -6.89 -0.69
O -0.89 -6.04 0.44
C 0.19 -5.24 0.51
O 1.15 -5.31 -0.23
O 0.05 -4.41 1.58
C 1.29 -3.88 2.07
H -0.42 -7.84 -0.57
H -0.61 -6.28 -1.49
H -2.02 -7.11 -0.77
H 2.07 -4.60 2.08
H 1.04 -3.40 3.08
H 1.60 -3.08 1.43
C 1.01 -0.48 3.65
O 0.14 -0.07 4.72
C 0.70 0.29 5.91
O 0.15 0.30 6.99
O 2.06 0.49 5.83
C 2.71 0.97 7.03
H 1.72 0.24 3.23
H 0.39 -0.77 2.71
H 1.52 -1.29 4.13
H 3.76 1.19 6.72
H 2.65 0.19 7.71
H 2.18 1.78 7.47
C -3.86 5.28 3.07
O -3.21 4.25 2.22
C -3.70 4.14 1.03
O -4.48 4.93 0.50
O -3.28 3.05 0.37
C -3.85 2.84 -0.93
H -4.93 5.10 3.12
H -3.68 6.30 2.66
H -3.31 5.06 3.99
H -4.89 3.01 -0.95
H -3.65 1.79 -1.15
H -3.45 3.54 -1.62
C 4.26 -2.69 7.28
O 3.72 -2.12 6.11
C 4.30 -2.47 4.97
O 5.15 -3.28 4.86
O 3.73 -1.74 4.00
C 4.21 -2.12 2.61
H 4.15 -3.82 7.26
H 3.75 -2.17 8.12
H 5.37 -2.56 7.31
H 3.52 -1.60 1.99
H 4.15 -3.16 2.50
H 5.19 -1.86 2.41
C -3.96 0.00 1.95
O -2.91 -0.94 2.39
C -3.02 -1.32 3.63
O -3.73 -0.70 4.46
O -2.05 -2.17 3.91
C -2.12 -2.82 5.21
H -4.39 0.54 2.79
H -4.67 -0.52 1.28
H -3.53 0.66 1.26
H -2.68 -3.74 5.18
H -2.57 -2.04 5.91
H -1.04 -3.01 5.49
C -6.53 0.87 -5.71
O -5.54 1.15 -4.68
C -4.49 0.36 -4.36
O -4.25 -0.68 -4.87
O -3.75 0.99 -3.46
C -2.45 0.32 -3.26
H -6.11 0.79 -6.67
H -7.11 1.77 -5.66
H -7.07 -0.04 -5.53
H -2.62 -0.68 -2.93
H -2.03 1.01 -2.49
H -1.91 0.42 -4.17
C 0.25 1.88 0.69
O -0.83 0.99 0.29
C -0.52 -0.29 0.13
O 0.47 -0.83 0.49
O -1.53 -0.90 -0.53
C -1.37 -2.36 -0.50
H 1.08 1.90 0.00
H 0.56 1.58 1.71
H -0.17 2.87 0.59
H -1.48 -2.62 0.52
H -0.46 -2.82 -0.97
H -2.16 -2.88 -1.02
```

The value obtained for the molar mass is 1621.40 g/mol. For the total energy, the calculation gives -6185.28865 hartree. For the energy above the lowest of the compared OMol25 structures with the same formula, charge and spin, the calculation gives 1.805 eV. For the HOMO energy, the calculation gives -10.3 eV.